[1]
{
  "formula": "C21H54F9O18S12Zn2",
  "method": "ωB97M-V with the def2-TZVPD basis set",
  "homo_energy_ha": -0.3653,
  "e_above_lowest_kj_mol": 0.0,
  "charge": 1,
  "multiplicity": 1,
  "fmax_ev_per_a": 1.69,
  "orbital_gap_ha": 0.2829,
  "species": ["Zn", "Zn", "C", "F", "F", "F", "S", "O", "O", "O", "C", "F", "F", "F", "S", "O", "O", "O", "C", "F", "F", "F", "S", "O", "O", "O", "C", "S", "O", "C", "H", "H", "H", "H", "H", "H", "C", "S", "O", "C", "H", "H", "H", "H", "H", "H", "C", "S", "O", "C", "H", "H", "H", "H", "H", "H", "C", "S", "O", "C", "H", "H", "H", "H", "H", "H", "C", "S", "O", "C", "H", "H", "H", "H", "H", "H", "C", "S", "O", "C", "H", "H", "H", "H", "H", "H", "C", "S", "O", "C", "H", "H", "H", "H", "H", "H", "C", "S", "O", "C", "H", "H", "H", "H", "H", "H", "C", "S", "O", "C", "H", "H", "H", "H", "H", "H"],
  "xyz": [[-1.582988, -2.820284, 1.244525], [1.034080, -1.551774, -3.218730], [4.486853, 0.700346, -3.250736], [4.949058, -0.519791, -2.906440], [4.108893, 1.310410, -2.127487], [5.508523, 1.365321, -3.780590], [3.112713, 0.629151, -4.474835], [3.548618, -0.285135, -5.490342], [1.961276, 0.143553, -3.672126], [2.974348, 1.990706, -4.882420], [-1.800805, -5.063208, -2.576451], [-2.205406, -6.177903, -1.965649], [-1.344740, -5.343185, -3.797949], [-2.840927, -4.207797, -2.668168], [-0.480023, -4.281463, -1.584649], [0.063124, -3.258214, -2.458775], [-1.230201, -3.687930, -0.481040], [0.415575, -5.316161, -1.189067], [0.029482, 1.216209, 0.354601], [0.386358, 2.026949, -0.633262], [0.462033, 1.706886, 1.501235], [-1.312106, 1.196586, 0.399525], [0.602825, -0.492622, 0.069854], [1.816179, -0.705204, 0.812422], [-0.534839, -1.236926, 0.569108], [0.704084, -0.624183, -1.358676], [-3.720348, 5.348357, 1.910214], [-2.831771, 3.817589, 1.672879], [-3.806670, 2.690669, 1.849427], [-2.585159, 4.027056, -0.092256], [-4.586150, 5.421710, 1.256095], [-3.014607, 6.164937, 1.736776], [-4.019619, 5.407042, 2.955779], [-2.077129, 4.982283, -0.236461], [-3.541030, 3.922502, -0.598029], [-1.871374, 3.282699, -0.434301], [-2.645095, -0.201177, -5.511387], [-2.188717, -1.427055, -4.296571], [-0.778869, -1.099519, -3.928249], [-3.170006, -0.837377, -2.932459], [-2.846527, 0.752385, -5.031806], [-3.573531, -0.548073, -5.976302], [-1.881014, -0.137641, -6.280009], [-4.160140, -1.286609, -3.069626], [-3.250148, 0.243865, -2.869255], [-2.735654, -1.288896, -2.037374], [3.380655, -4.992922, -2.992062], [3.795895, -3.366537, -2.375463], [2.803018, -2.432705, -3.011249], [3.204038, -3.583690, -0.699680], [3.919763, -5.721778, -2.395528], [3.622844, -4.997798, -4.054088], [2.298549, -5.123666, -2.943728], [3.692798, -2.837141, -0.071064], [3.423505, -4.576657, -0.310315], [2.132657, -3.387723, -0.656495], [2.174511, -2.833631, 3.373866], [0.779449, -3.947277, 3.290589], [0.130280, -3.615694, 1.957536], [1.682285, -5.442177, 2.951648], [1.801261, -1.815867, 3.436369], [2.795087, -2.954642, 2.485796], [2.779616, -3.121598, 4.235918], [1.817516, -5.491146, 1.872383], [1.131513, -6.308208, 3.314157], [2.641496, -5.447747, 3.468829], [0.073496, 4.929451, 3.693117], [0.434029, 5.209414, 1.952914], [0.644008, 6.651703, 1.721456], [2.098299, 4.516053, 2.035482], [-0.752507, 5.582589, 3.982086], [0.920569, 5.222701, 4.314050], [-0.203132, 3.890556, 3.864042], [2.654561, 5.074964, 2.783073], [2.551991, 4.737981, 1.066631], [2.062155, 3.433915, 2.128366], [-1.320850, -1.318880, 5.552081], [-1.209731, -0.823317, 3.835572], [-1.973471, -1.870779, 3.072874], [-2.194250, 0.664492, 3.923164], [-0.722554, -0.617287, 6.131589], [-0.866038, -2.305644, 5.600447], [-2.363334, -1.326983, 5.857997], [-2.509142, 0.929196, 2.913733], [-1.585120, 1.453942, 4.354969], [-3.095251, 0.497690, 4.516299], [4.416009, 0.093517, 2.590324], [4.928248, 0.204176, 4.307923], [4.903647, -1.171216, 4.857784], [6.632796, 0.666827, 4.035570], [3.386705, 0.460959, 2.597696], [4.364933, -0.944572, 2.269885], [4.970076, 0.726070, 1.900795], [7.157807, -0.112851, 3.487431], [7.113338, 0.841272, 4.996292], [6.620619, 1.626764, 3.514908], [-1.787403, 4.363500, -6.583141], [-0.541510, 4.564106, -5.300278], [0.688806, 4.112220, -5.970440], [-0.965489, 3.265960, -4.127825], [-1.741156, 3.334052, -6.935427], [-1.501231, 5.071275, -7.352706], [-2.783175, 4.582257, -6.191164], [-1.068398, 2.312432, -4.642421], [-1.943922, 3.483719, -3.680730], [-0.184307, 3.323213, -3.377820], [-4.831813, 0.162172, 0.646633], [-4.807009, -1.627223, 0.747595], [-3.357680, -2.013052, 0.702041], [-5.299098, -1.817882, 2.442633], [-3.823036, 0.537676, 0.826841], [-5.424373, 0.578054, 1.460727], [-5.181769, 0.469179, -0.332546], [-4.745556, -1.125064, 3.080694], [-5.034489, -2.828152, 2.747329], [-6.360465, -1.621627, 2.583077]],
  "atomic_forces_ev_per_a": [[0.3410, 0.8170, 0.3096], [0.3530, 0.5742, 0.3374], [0.2489, -0.3941, -0.1303], [-0.1665, 0.0620, -0.0006], [-0.0965, 0.1755, 0.2260], [-0.0104, 0.0995, 0.0439], [0.1473, 0.3374, -1.0583], [-0.0097, -0.5312, 0.3320], [-0.2413, -0.1099, 0.0763], [-0.2197, 0.1625, 0.4785], [-0.1557, 0.0543, 0.0319], [-0.0202, 0.3131, -0.3620], [-0.3184, -0.0182, 0.3387], [0.3053, -0.4467, -0.1612], [0.1776, 0.5663, 0.5625], [-0.1455, -0.4346, -0.1659], [-0.5564, -0.4358, -0.3732], [0.2715, -0.3888, -0.1260], [-0.3600, 0.2685, -0.7169], [0.1761, 0.0539, 0.0763], [0.2484, 0.0992, 0.5672], [-0.1702, 0.1313, 0.0513], [0.7976, -1.4868, 0.0652], [-0.2125, 0.4943, -0.0572], [-0.4903, 0.2950, 0.5517], [0.0678, 0.4322, -0.3008], [0.1675, 0.3124, 0.3591], [-0.0726, -0.1018, -0.1155], [0.0066, -0.0270, -0.0119], [0.6824, -0.0040, 0.1372], [0.0032, -0.0714, -0.0522], [-0.0729, -0.0245, -0.1444], [-0.1129, -0.1392, -0.0257], [-0.3650, 0.1395, -0.1254], [-0.0503, 0.2066, -0.0544], [-0.2189, -0.1900, 0.0130], [-0.7445, -0.0799, -0.1414], [-0.0082, -0.1834, -0.1783], [0.6909, 0.5004, -0.1404], [-0.5664, -0.6225, 0.1410], [0.2841, 0.1350, -0.0417], [0.0773, -0.0055, 0.0234], [0.1822, -0.0281, 0.1100], [0.0071, 0.1671, 0.0316], [0.2690, 0.0697, -0.0168], [0.0641, 0.1560, 0.0119], [-0.5457, 0.3650, -0.3918], [-0.2961, -0.1883, 0.0578], [0.0554, 0.0100, -0.2675], [0.0113, 0.3357, 0.6569], [0.0691, -0.1999, -0.2127], [0.4442, -0.1543, 0.1135], [0.0545, -0.0692, 0.4139], [0.0474, 0.0132, -0.1145], [0.0441, -0.0377, -0.1612], [0.0569, -0.1698, -0.2046], [0.2868, -0.3567, 0.0545], [0.1936, 0.4223, -0.0870], [-0.2369, -0.3662, 0.0139], [0.2166, -0.5656, 0.1987], [0.0233, 0.0325, 0.0751], [-0.2119, 0.0393, -0.1460], [-0.1184, 0.2910, 0.1443], [0.0024, 0.0243, -0.0229], [-0.2036, 0.0680, -0.1784], [-0.0016, 0.1976, -0.0312], [-0.1512, 0.5174, 0.4549], [0.4970, -0.5647, -0.0747], [-0.2467, 0.4397, 0.1642], [-0.0700, 0.1969, -0.9017], [-0.1202, -0.1298, -0.1988], [0.0921, -0.1104, -0.0961], [0.0578, -0.0559, -0.0922], [0.0127, -0.2834, 0.2632], [-0.1021, 0.0020, -0.0039], [0.1097, 0.0116, 0.4458], [0.1669, 0.0810, -0.3436], [0.9100, 0.3104, 0.1448], [-0.7604, -0.3531, 0.1001], [-0.5582, -0.3300, -0.1882], [-0.0887, 0.0356, 0.0999], [-0.0863, -0.0603, 0.1160], [-0.0113, -0.0895, 0.1120], [0.1939, 0.1378, -0.0557], [0.0724, 0.0371, 0.0153], [0.0848, -0.0001, 0.0776], [-0.9128, 0.3386, -0.1255], [0.1943, 0.4931, 0.0943], [-0.1328, -0.5727, 0.1003], [0.1445, 0.2541, 0.0942], [0.0068, -0.0903, -0.1872], [0.3876, -0.0416, 0.0490], [0.2337, -0.1102, 0.0752], [-0.0031, 0.0473, -0.1122], [-0.0913, -0.1954, 0.0993], [0.0773, -0.1473, -0.1821], [-0.4478, -0.3567, 0.7677], [0.1265, 0.4363, -0.1656], [0.5125, -0.0284, -0.0681], [-1.1006, 0.2013, -0.3055], [0.0871, 0.0344, -0.1840], [-0.0374, -0.0177, -0.1234], [0.0095, 0.1038, -0.1062], [0.5754, -0.1416, 0.0743], [0.1656, 0.2016, 0.0903], [0.1143, -0.3954, 0.0032], [0.3116, 0.1547, 0.4464], [-0.5593, -0.0301, -0.1615], [0.5221, -0.3598, -0.3030], [0.2473, 0.2579, 0.7774], [0.0299, -0.1953, -0.1555], [-0.2808, -0.0032, -0.2656], [-0.1025, 0.0497, -0.0084], [0.1080, -0.0192, -0.1711], [-0.1857, -0.0971, -0.1018], [-0.0774, -0.1540, -0.2695]]
}

[2]
{
  "formula": "C21H54FN5O7P",
  "method": "ωB97M-V with the def2-TZVPD basis set",
  "homo_energy_ha": -0.3829,
  "charge": 1,
  "multiplicity": 1,
  "fmax_ev_per_a": 1.45,
  "orbital_gap_ha": 0.2180,
  "species": ["O", "P", "O", "O", "C", "C", "C", "C", "F", "C", "N", "H", "H", "H", "H", "H", "H", "H", "H", "H", "H", "C", "C", "C", "O", "C", "N", "H", "H", "H", "H", "H", "H", "H", "H", "H", "H", "H", "C", "C", "C", "O", "C", "N", "H", "H", "H", "H", "H", "H", "H", "H", "H", "H", "H", "C", "C", "C", "O", "C", "N", "H", "H", "H", "H", "H", "H", "H", "H", "H", "H", "H", "C", "C", "C", "O", "C", "N", "H", "H", "H", "H", "H", "H", "H", "H", "H", "H", "H"],
  "xyz": [[-1.340485, -2.029899, 3.624941], [-2.042662, -3.128113, 2.969155], [-1.561680, -3.366726, 1.468201], [-3.615373, -2.872719, 2.909875], [-1.837292, -4.699687, 3.824432], [-0.354837, -5.056374, 4.118959], [0.206852, -6.234529, 3.314841], [1.162210, -5.604629, 2.279165], [0.763477, -5.696882, 0.980705], [1.330908, -4.188372, 2.753266], [0.566227, -3.965444, 3.744369], [-2.218346, -3.870274, 0.971863], [-4.127520, -3.675705, 2.773402], [-2.254577, -5.486189, 3.199734], [-2.404040, -4.684598, 4.748179], [-0.262601, -5.206726, 5.187352], [-0.535219, -6.790746, 2.753231], [0.725068, -6.933236, 3.957512], [2.144844, -6.069359, 2.422231], [2.014320, -3.457780, 2.337594], [0.518363, -3.081209, 4.247177], [-6.155628, 0.491014, -0.630795], [-6.940672, -0.799875, -0.411474], [-6.100666, -1.940400, 0.179102], [-5.218863, -2.566067, -0.738635], [-4.010872, -1.866933, -0.969617], [-7.598985, -1.177885, -1.663680], [-5.525741, 0.447359, -1.519422], [-6.843488, 1.323635, -0.769493], [-5.519308, 0.719308, 0.227374], [-7.724957, -0.586431, 0.320596], [-6.780631, -2.730618, 0.509622], [-5.544255, -1.596791, 1.062956], [-3.652744, -1.361568, -0.065783], [-4.113778, -1.140636, -1.777580], [-3.263542, -2.602157, -1.280138], [-8.222742, -1.962784, -1.500041], [-6.891996, -1.539687, -2.297233], [-1.490034, 1.408245, -0.940594], [-1.585338, 0.445141, -2.120233], [-0.293083, 0.332324, -2.940858], [-0.026451, 1.430276, -3.783243], [0.521195, 2.556445, -3.117319], [-2.741281, 0.815973, -2.940895], [-1.556031, 2.447707, -1.256067], [-2.313971, 1.232837, -0.247617], [-0.553988, 1.276554, -0.396363], [-1.780386, -0.550092, -1.705542], [-0.379586, -0.532461, -3.604994], [0.565236, 0.149449, -2.279223], [1.168152, 2.254816, -2.287631], [-0.264413, 3.220654, -2.749530], [1.113858, 3.114667, -3.841615], [-2.884699, 0.110506, -3.658317], [-2.499541, 1.654865, -3.461176], [4.539508, 0.804629, 0.089395], [3.261857, 0.670241, 0.911498], [3.254247, -0.532689, 1.861747], [3.069364, -1.800300, 1.235557], [4.247780, -2.341952, 0.647635], [2.106566, 0.657033, 0.006778], [4.571659, 0.104176, -0.745040], [4.605190, 1.805409, -0.333887], [5.425838, 0.644699, 0.705996], [3.184897, 1.561353, 1.540262], [2.411803, -0.418116, 2.549671], [4.167456, -0.554761, 2.469082], [5.137027, -2.083417, 1.226252], [4.367608, -2.005748, -0.382062], [4.142696, -3.427844, 0.631077], [1.253650, 0.685407, 0.559240], [2.085239, -0.251539, -0.449250], [3.714267, 6.214506, -3.028197], [4.588917, 6.678904, -1.867279], [4.894379, 5.580573, -0.839641], [3.822504, 5.259874, 0.026551], [2.858146, 4.376193, -0.508976], [3.979249, 7.862440, -1.256951], [2.665204, 6.139738, -2.742345], [3.771052, 6.930449, -3.846934], [4.038151, 5.242456, -3.406564], [5.552021, 6.983789, -2.286532], [5.694229, 5.938981, -0.187169], [5.263973, 4.671925, -1.335764], [3.308826, 3.633515, -1.174049], [2.075727, 4.925176, -1.039119], [2.385335, 3.853811, 0.323451], [4.613468, 8.254874, -0.567537], [3.173764, 7.558022, -0.717622]],
  "atomic_forces_ev_per_a": [[0.5580, -0.0116, 0.0601], [-0.9315, 0.8207, 0.1945], [0.0034, -0.1993, 0.3320], [0.4870, -0.3121, -0.0361], [0.4111, -0.2427, -0.2132], [-0.5694, -0.2855, -0.1248], [-0.1494, 0.3465, -0.6656], [0.8867, -0.5359, 1.0158], [-0.0543, 0.1455, 0.1189], [-0.5166, -0.1892, -0.1763], [0.3916, 0.2591, 0.2386], [0.0477, 0.0288, -0.4646], [-0.4346, -0.0178, -0.0764], [-0.1213, -0.1419, -0.0087], [-0.1245, 0.1806, 0.1255], [0.2018, -0.0617, 0.1384], [-0.2873, -0.0469, 0.1424], [0.1962, -0.0623, 0.0582], [0.0441, -0.0745, -0.5647], [0.0892, 0.3907, -0.0810], [-0.0996, 0.2503, -0.2329], [-0.0109, 0.0565, 0.0444], [0.1274, 0.0967, -0.1982], [-0.2026, -0.0251, 0.1115], [0.1614, -0.0560, 0.2279], [0.0011, -0.1624, -0.2252], [0.0382, -0.2023, 0.1566], [0.0263, -0.0364, 0.0092], [-0.0278, -0.0179, -0.0267], [0.0031, -0.0027, -0.0010], [-0.0055, -0.0586, 0.0469], [0.0030, -0.0296, -0.0658], [0.0302, 0.0738, -0.0428], [-0.0438, 0.0698, 0.0009], [0.0612, 0.1243, 0.1231], [-0.0106, -0.0263, 0.0007], [-0.0805, 0.0844, -0.0044], [0.0006, 0.1022, -0.0665], [-0.0817, -0.0745, 0.1485], [-0.0303, 0.2532, -0.0234], [0.0288, -0.2414, -0.0083], [0.0183, 0.0387, 0.1406], [0.0482, 0.1362, -0.1652], [0.0669, -0.1937, -0.0809], [0.0187, 0.0045, -0.0376], [-0.0393, 0.0043, -0.0380], [0.0051, 0.0408, -0.0438], [0.0737, -0.0591, -0.0731], [-0.0421, 0.0432, -0.0372], [-0.0265, 0.0494, 0.0408], [-0.0334, -0.0071, 0.0329], [0.0467, 0.0087, 0.0809], [0.0036, -0.0536, -0.0407], [-0.0330, -0.0121, 0.0192], [-0.0564, 0.0752, 0.0642], [0.1037, 0.0651, 0.0348], [0.0197, -0.1791, -0.3187], [-0.0119, 0.1744, 0.2674], [0.0783, -0.1666, 0.1622], [-0.1472, -0.1234, -0.1028], [-0.0098, -0.0889, 0.2643], [-0.0563, -0.0368, 0.0192], [-0.0382, 0.0121, -0.0012], [0.0041, 0.0024, -0.0039], [-0.0420, -0.0312, 0.0766], [-0.0531, -0.0512, -0.0630], [0.0406, 0.0141, -0.0464], [0.0087, 0.0390, -0.0056], [0.0790, 0.0375, 0.0260], [-0.0149, -0.0027, 0.0217], [-0.0017, 0.1009, -0.0393], [0.0153, 0.0457, -0.1238], [0.0491, -0.0234, -0.1059], [-0.2346, -0.0199, 0.0035], [0.1976, 0.0663, 0.0055], [0.0067, -0.1462, -0.0144], [-0.1293, 0.1421, 0.1679], [0.1252, -0.0924, 0.1285], [-0.0022, -0.0100, 0.0580], [-0.0117, 0.0357, 0.0245], [-0.0049, -0.0031, 0.0109], [0.0517, -0.0204, 0.0412], [-0.0347, 0.0091, 0.0393], [-0.0532, 0.0076, -0.0588], [-0.0121, 0.0321, -0.0676], [0.0022, -0.1188, -0.1388], [0.0491, -0.0121, 0.0273], [0.0234, 0.0699, -0.0782], [-0.0632, 0.0282, -0.0602]]
}

Number 1: LUMO energy -2.242 eV. Number 2: LUMO energy -4.488 eV.